Record 1
{
  "formula": "C19H18N4O3S",
  "method": "ωB97M-V/def2-TZVPD",
  "total_energy_ha": -1577.7326,
  "de_lowest_ev": 2.554,
  "smiles": "COc1cc(NC(=O)CSc2ccc(-c3cccnc3)nn2)cc(OC)c1",
  "lumo_ha": 0.0003,
  "gap_ha": 0.302,
  "mol_weight_g_mol": 382.44,
  "charge": 0,
  "symbols": ["C", "H", "O", "C", "C", "C", "C", "C", "C", "H", "O", "C", "H", "H", "H", "H", "N", "C", "O", "C", "H", "H", "S", "C", "N", "N", "C", "C", "C", "H", "H", "C", "C", "C", "C", "N", "C", "H", "H", "H", "H", "H", "H", "H", "H"],
  "positions_angstrom": [[-4.956778, -2.211300, -3.151150], [-5.093712, -2.172185, -4.230722], [-4.105825, -1.135373, -2.836356], [-3.772232, -0.935398, -1.531597], [-2.942655, 0.157758, -1.283812], [-2.549095, 0.449616, 0.012453], [-2.968446, -0.341043, 1.077738], [-3.791956, -1.428168, 0.825176], [-4.196755, -1.727104, -0.477631], [-4.837929, -2.580877, -0.616022], [-4.264508, -2.268464, 1.783123], [-3.903302, -2.025887, 3.123796], [-4.387015, -2.810207, 3.704033], [-4.259109, -1.048982, 3.463940], [-2.820040, -2.084143, 3.263906], [-2.643704, -0.089385, 2.070646], [-1.724509, 1.564997, 0.198548], [-1.218385, 2.071233, 1.345246], [-1.425545, 1.662833, 2.463701], [-0.361770, 3.324441, 1.150614], [0.428189, 3.320614, 1.900761], [-0.989126, 4.206552, 1.293373], [0.393173, 3.531882, -0.484720], [1.523117, 2.192469, -0.483938], [1.540005, 1.413334, 0.584199], [2.369007, 0.424845, 0.659932], [3.217015, 0.152179, -0.324302], [3.229662, 0.919206, -1.506621], [2.359886, 1.976909, -1.589339], [2.301185, 2.618987, -2.454309], [3.887644, 0.670945, -2.324745], [4.117024, -0.979911, -0.102973], [3.772822, -1.983851, 0.804527], [4.643185, -3.039261, 1.000353], [5.828565, -3.059894, 0.277819], [6.175686, -2.105371, -0.568510], [5.349464, -1.093799, -0.748681], [5.703117, -0.329400, -1.428639], [6.537320, -3.870842, 0.380972], [4.407953, -3.832018, 1.693240], [2.833810, -1.914223, 1.331816], [-1.466943, 2.042020, -0.658411], [-2.623332, 0.763197, -2.117580], [-5.928844, -2.110850, -2.658461], [-4.508344, -3.171355, -2.877157]],
  "forces_ev_per_a": [[-0.14, -0.18, -0.05], [-0.02, -0.05, 0.08], [0.20, 0.23, 0.18], [0.12, 0.11, 0.24], [-0.02, -0.02, -0.05], [-0.27, -0.30, -0.11], [-0.06, -0.20, 0.49], [0.08, 0.18, -0.30], [-0.16, -0.21, -0.09], [-0.08, -0.10, -0.06], [-0.03, 0.02, -0.35], [0.06, 0.04, 0.23], [0.05, 0.07, 0.00], [0.03, -0.03, -0.02], [-0.04, 0.02, -0.01], [-0.01, -0.01, 0.06], [-0.14, -0.03, -0.54], [0.28, 0.41, -0.03], [-0.08, -0.11, 0.26], [0.26, -0.02, -0.18], [-0.19, -0.05, 0.01], [0.02, -0.02, -0.02], [-0.14, 0.39, 0.03], [0.23, -0.12, -0.18], [-0.75, 0.86, -0.06], [0.79, -1.02, 0.26], [-0.20, 0.60, -0.49], [-0.22, 0.02, 0.31], [-0.06, -0.13, 0.32], [0.04, 0.03, -0.12], [0.05, -0.01, -0.05], [0.34, -0.50, 0.16], [0.12, 0.07, -0.16], [0.00, 0.08, -0.08], [-0.11, -0.16, 0.20], [0.50, -0.11, -0.24], [-0.45, 0.22, 0.10], [-0.07, 0.13, -0.06], [0.00, -0.10, 0.08], [-0.01, -0.08, 0.04], [-0.05, -0.01, 0.05], [0.04, -0.06, 0.27], [0.05, 0.11, -0.12], [0.04, -0.01, -0.01], [-0.02, 0.04, 0.00]],
  "lowdin_charge": [-0.090, 0.092, -0.081, -0.274, 0.041, -0.205, 0.043, -0.262, 0.047, 0.113, -0.076, -0.081, 0.092, 0.099, 0.098, 0.090, 0.114, -0.538, 0.075, -0.362, 0.087, 0.089, 0.973, -0.580, 0.031, 0.089, -0.222, 0.014, -0.057, 0.108, 0.113, -0.154, -0.011, -0.051, -0.148, 0.060, -0.102, 0.110, 0.104, 0.102, 0.111, 0.086, 0.121, 0.096, 0.096]
}



Record 2
{
  "formula": "C6H19F9O8S",
  "method": "ωB97M-V/def2-TZVPD",
  "total_energy_ha": -2138.8472,
  "smiles": "COC(=O)CCC(F)(F)C(F)(F)S(F)(F)(F)(F)F.O.O.O.O.O.O",
  "lumo_ha": 0.0013,
  "gap_ha": 0.376,
  "mol_weight_g_mol": 422.26,
  "charge": 0,
  "symbols": ["C", "O", "C", "O", "C", "C", "C", "F", "F", "C", "F", "F", "S", "F", "F", "F", "F", "F", "H", "H", "H", "H", "H", "H", "H", "O", "H", "H", "O", "H", "H", "O", "H", "H", "O", "H", "H", "O", "H", "H", "O", "H", "H"],
  "positions_angstrom": [[-0.484201, 3.524365, -0.097439], [0.224597, 3.295211, -1.334972], [1.443795, 2.705214, -1.132991], [2.437956, 3.345821, -0.934486], [1.484111, 1.184499, -1.211800], [0.115765, 0.549355, -1.488100], [0.099898, -0.967138, -1.377153], [-0.632884, -1.468058, -2.424044], [1.323477, -1.516924, -1.494468], [-0.638182, -1.623917, -0.170528], [-0.615588, -2.952773, -0.363802], [-1.917302, -1.228413, -0.221115], [-0.013982, -1.285504, 1.593269], [0.445938, -2.786476, 1.802778], [1.426676, -0.933804, 1.055001], [-0.466333, 0.226224, 1.431515], [-1.446664, -1.659553, 2.177776], [0.470468, -0.952048, 3.052841], [-0.384382, 4.555676, 0.222928], [-0.120457, 2.879483, 0.702848], [-1.538213, 3.332442, -0.294175], [2.143146, 0.951017, -2.043893], [1.949037, 0.850316, -0.292977], [-0.144651, 0.768245, -2.523017], [-0.680794, 0.993541, -0.899750], [4.231596, -0.327978, -1.069224], [4.025533, -1.269107, -1.098182], [5.062842, -0.274270, -0.587548], [-0.754099, 5.722199, 2.086135], [-0.839980, 5.227765, 2.912575], [-1.412932, 6.418569, 2.159207], [-0.918719, -5.086241, -2.870087], [-1.773063, -5.529111, -2.851695], [-0.984329, -4.465041, -2.134784], [1.889951, -4.445815, -1.392687], [1.594282, -4.031416, -0.576771], [1.077472, -4.782597, -1.789076], [-2.885584, -4.756527, -0.884791], [-3.528166, -5.389199, -0.549388], [-3.038325, -3.956164, -0.372482], [-1.843264, 5.006558, 4.784015], [-1.868202, 4.470422, 5.582367], [-2.516245, 5.681154, 4.918172]],
  "forces_ev_per_a": [[-0.20, 0.32, -0.27], [0.02, -0.29, 0.23], [0.56, 0.22, 0.00], [-0.43, -0.17, -0.06], [-0.69, 0.43, -0.19], [0.27, 0.15, -0.08], [-0.21, 0.13, -0.43], [0.00, 0.03, 0.02], [0.08, 0.03, 0.15], [-0.03, -0.08, -0.10], [-0.05, 0.02, 0.17], [0.03, 0.08, 0.13], [-0.23, -0.35, 0.17], [0.05, 0.03, -0.01], [0.15, 0.11, -0.03], [0.00, 0.17, -0.07], [0.12, 0.03, -0.04], [-0.03, -0.01, -0.04], [0.19, -0.01, -0.04], [-0.01, -0.12, -0.01], [0.01, -0.14, 0.05], [0.30, -0.12, 0.21], [0.16, -0.16, -0.04], [-0.06, -0.09, -0.03], [-0.02, -0.13, 0.20], [0.01, -0.12, 0.09], [-0.01, 0.02, -0.06], [0.01, 0.03, -0.03], [-0.05, 0.00, 0.12], [-0.05, 0.10, 0.04], [0.04, 0.02, -0.02], [0.32, 0.10, -0.01], [0.08, 0.05, 0.07], [-0.26, -0.07, -0.16], [-0.05, -0.01, 0.13], [0.06, -0.03, 0.01], [0.07, -0.16, -0.21], [-0.18, 0.02, 0.16], [0.01, -0.02, 0.01], [-0.01, 0.02, -0.02], [-0.05, 0.01, 0.02], [0.05, -0.03, -0.03], [0.01, 0.00, 0.00]],
  "lowdin_charge": [-0.045, -0.073, -0.477, 0.150, -0.071, -0.056, -0.442, 0.110, 0.123, -0.423, 0.109, 0.128, 0.778, -0.125, -0.120, -0.126, -0.128, -0.103, 0.064, 0.092, 0.095, 0.129, 0.105, 0.144, 0.109, -0.044, 0.038, 0.043, -0.058, 0.010, 0.039, -0.059, 0.029, -0.010, -0.048, 0.009, 0.006, -0.041, 0.053, 0.037, -0.046, 0.048, 0.048]
}



Table of E_HOMO (eV), in record order: -8.20 -10.20